{
  "formula": "C5H6N2O",
  "method": "ωB97M-V/def2-TZVPD",
  "species": ["C", "C", "N", "C", "C", "O", "C", "N", "H", "H", "H", "H", "H", "H"],
  "positions_angstrom": [[3.0254, 0.1314, -0.0462], [1.9534, -0.6288, -0.0416], [0.6612, -0.1623, 0.1333], [-0.4495, -1.0058, -0.0119], [-1.5403, -0.1651, -0.0677], [-2.8540, -0.3228, -0.0827], [-0.9862, 1.1846, -0.0021], [0.3264, 1.1859, 0.0547], [3.9454, -0.4051, 0.0087], [2.8756, 1.1810, 0.0716], [1.9969, -1.7499, -0.2059], [-0.3597, -2.0447, 0.0524], [-3.1116, -0.7922, 0.6922], [-1.4442, 2.1305, -0.2565]],
  "total_charge": 0,
  "gap_ev": 9.11,
  "energy_ha": -378.8059,
  "e_above_lowest_kj_mol": 170.89,
  "e_homo_ev": -8.4
}